Entry 1:
{
  "formula": "C19H43CsF6O20P3S2",
  "method": "wB97M-V/def2-TZVPD",
  "gap_ev": 8.9,
  "homo_ev": -7.18,
  "total_charge": -1,
  "lumo_energy_ev": 1.72,
  "elements": ["Cs", "C", "F", "F", "F", "S", "O", "O", "O", "C", "F", "F", "F", "S", "O", "O", "O", "C", "O", "P", "O", "O", "C", "O", "C", "H", "H", "H", "H", "H", "H", "H", "H", "H", "C", "O", "P", "O", "O", "C", "O", "C", "H", "H", "H", "H", "H", "H", "H", "H", "H", "C", "O", "P", "O", "O", "C", "O", "C", "H", "H", "H", "H", "H", "H", "H", "H", "H", "C", "C", "C", "O", "C", "H", "H", "H", "H", "H", "H", "H", "H", "C", "C", "C", "O", "C", "H", "H", "H", "H", "H", "H", "H", "H"],
  "xyz": [[0.221, 0.139, 1.354], [-2.777, 5.217, 2.424], [-3.936, 5.666, 2.900], [-2.610, 5.683, 1.189], [-1.867, 5.830, 3.255], [-2.598, 3.402, 2.310], [-3.962, 3.202, 1.804], [-1.557, 3.248, 1.364], [-2.337, 2.926, 3.663], [4.348, -1.765, 4.003], [4.998, -2.913, 3.643], [4.740, -1.506, 5.252], [4.934, -0.860, 3.142], [2.505, -1.740, 3.867], [2.210, -0.336, 3.850], [2.311, -2.409, 2.619], [2.168, -2.440, 5.068], [4.291, -1.587, -0.318], [3.522, -0.968, -1.329], [3.409, -1.604, -2.766], [3.100, -3.027, -2.779], [2.350, -0.616, -3.419], [1.030, -1.159, -3.654], [4.788, -1.401, -3.516], [5.681, -0.297, -3.306], [5.343, -1.263, -0.588], [4.258, -2.671, -0.431], [3.938, -1.284, 0.661], [1.081, -1.921, -4.425], [0.388, -0.327, -3.902], [0.609, -1.578, -2.722], [6.547, -0.624, -2.652], [5.191, 0.555, -2.795], [6.046, -0.002, -4.268], [1.506, -4.802, -0.904], [0.406, -4.645, 0.092], [-0.773, -3.722, -0.324], [-0.407, -2.384, -0.686], [-1.695, -4.421, -1.435], [-1.321, -3.873, -2.798], [-1.645, -3.905, 0.996], [-2.430, -2.824, 1.445], [2.409, -5.117, -0.426], [1.669, -3.805, -1.315], [1.244, -5.567, -1.662], [-1.802, -4.530, -3.527], [-0.238, -3.970, -2.831], [-1.576, -2.797, -2.844], [-1.999, -2.338, 2.328], [-3.459, -3.200, 1.632], [-2.617, -2.179, 0.572], [3.923, 3.213, -2.327], [2.878, 2.371, -1.869], [1.355, 2.605, -2.139], [0.500, 1.605, -1.518], [0.974, 4.090, -1.742], [0.027, 4.402, -0.657], [1.358, 2.701, -3.794], [0.127, 2.903, -4.433], [3.761, 4.216, -1.932], [3.881, 3.313, -3.465], [4.835, 2.722, -1.875], [-0.260, 5.465, -0.694], [0.524, 4.257, 0.313], [-0.854, 3.719, -0.828], [-0.487, 1.953, -4.379], [0.469, 3.110, -5.420], [-0.401, 3.751, -4.092], [-1.820, -0.105, 5.921], [-3.238, -0.090, 5.389], [-3.063, -0.859, 4.042], [-1.733, -0.541, 3.523], [-0.995, 0.038, 4.658], [-1.453, -1.142, 6.254], [-1.478, 0.567, 6.678], [-3.687, 0.841, 5.268], [-3.881, -0.630, 6.007], [-3.801, -0.529, 3.305], [-3.137, -1.971, 4.156], [-0.814, 1.124, 4.436], [-0.130, -0.600, 4.744], [-4.320, 1.583, -1.222], [-2.947, 1.455, -1.806], [-3.000, 0.117, -2.533], [-3.895, -0.741, -1.725], [-4.769, 0.154, -0.982], [-5.055, 2.009, -1.876], [-4.213, 2.063, -0.245], [-2.135, 1.519, -0.972], [-2.770, 2.202, -2.586], [-2.080, -0.429, -2.655], [-3.487, 0.288, -3.554], [-4.508, -0.145, 0.032], [-5.834, -0.064, -1.214]],
  "mulliken_charge": [1.0364, 0.4051, -0.2198, -0.2259, -0.2645, 1.2529, -0.7687, -0.4748, -0.6730, 0.4585, -0.2613, -0.2310, -0.2417, 1.2168, -0.6315, -0.5452, -0.6649, -0.5549, 0.2084, 0.5235, -0.8510, 0.0506, -0.2721, -0.4162, -0.4807, 0.1933, 0.2938, 0.0711, 0.4177, -0.0156, 0.0829, 0.2552, 0.0576, 0.2984, -0.1642, -0.2929, -0.1431, 0.3663, -0.4051, -0.0813, -0.3980, 0.2408, 0.3343, -0.1739, 0.2721, 0.3273, 0.1846, -0.1576, -0.1484, 0.3119, -0.0216, -0.8648, -0.0695, -0.0849, 0.4436, -0.3446, -0.2741, -0.4236, -0.5434, 0.3367, 0.2504, 0.2336, 0.2360, 0.3080, 0.1040, 0.0831, 0.2852, 0.3044, -0.6156, -0.8027, -0.4214, -0.4034, -0.1821, 0.2618, 0.4146, 0.3089, 0.4436, 0.2141, 0.3928, 0.2772, -0.0520, -0.2380, 0.5606, 0.2880, -0.4614, -0.2512, 0.4207, -0.1055, -0.3986, 0.2154, -0.4246, 0.2130, -0.0119, 0.2972]
}

Entry 2:
{
  "formula": "C46H59BrNO3P2",
  "method": "wB97M-V/def2-TZVPD",
  "gap_ev": 7.6,
  "homo_ev": -10.50,
  "total_charge": 1,
  "lumo_energy_ev": -2.87,
  "elements": ["C", "C", "C", "C", "C", "C", "C", "C", "C", "P", "O", "N", "P", "O", "O", "C", "Br", "H", "H", "H", "H", "H", "H", "H", "H", "H", "H", "H", "H", "H", "H", "H", "H", "H", "H", "H", "H", "H", "H", "H", "C", "C", "C", "C", "C", "C", "H", "H", "H", "H", "H", "H", "C", "C", "C", "C", "C", "C", "H", "H", "H", "H", "H", "H", "C", "C", "C", "C", "C", "C", "H", "H", "H", "H", "H", "H", "C", "C", "C", "C", "C", "C", "H", "H", "H", "H", "H", "H", "C", "C", "C", "C", "C", "C", "H", "H", "H", "H", "H", "H", "C", "C", "C", "C", "C", "C", "H", "H", "H", "H", "H", "H"],
  "xyz": [[2.167, -0.615, 4.341], [2.752, -0.737, 2.922], [2.823, 0.588, 2.153], [1.495, 1.373, 2.191], [1.599, 2.717, 2.915], [0.295, 3.520, 3.061], [-0.949, 2.681, 3.358], [-1.709, 2.026, 2.200], [-2.502, 0.896, 2.855], [-2.714, -0.446, 1.596], [-3.653, -1.532, 1.903], [-1.576, 0.417, 3.955], [-2.262, -1.065, 5.057], [-3.055, -0.327, 6.228], [-0.831, -1.337, 5.732], [-0.758, 1.600, 4.427], [-1.246, 2.228, 6.190], [2.801, -1.110, 5.076], [2.084, 0.429, 4.659], [1.187, -1.095, 4.432], [3.762, -1.142, 3.006], [2.194, -1.480, 2.347], [3.619, 1.202, 2.583], [3.108, 0.395, 1.119], [1.120, 1.547, 1.179], [0.761, 0.719, 2.680], [2.329, 3.315, 2.366], [2.020, 2.561, 3.914], [0.099, 4.120, 2.170], [0.410, 4.217, 3.893], [-1.688, 3.362, 3.793], [-2.349, 2.757, 1.712], [-1.032, 1.578, 1.465], [-3.500, 1.132, 3.226], [-2.968, 0.335, 0.455], [-1.345, -0.793, 1.461], [-0.873, -0.142, 3.452], [-3.528, 0.504, 6.092], [-0.354, -0.564, 6.077], [0.263, 1.248, 4.533], [0.514, 4.208, -0.869], [0.033, 5.475, -1.175], [-1.273, 5.632, -1.620], [-2.102, 4.526, -1.756], [-1.621, 3.260, -1.451], [-0.313, 3.103, -1.013], [1.537, 4.083, -0.533], [0.677, 6.338, -1.075], [-1.643, 6.618, -1.868], [-3.118, 4.650, -2.110], [-2.261, 2.394, -1.574], [0.069, 2.111, -0.798], [3.490, -4.282, 7.791], [2.605, -3.289, 7.396], [1.375, -3.630, 6.849], [1.028, -4.966, 6.700], [1.913, -5.960, 7.097], [3.144, -5.618, 7.640], [4.449, -4.017, 8.217], [2.877, -2.247, 7.518], [0.690, -2.857, 6.529], [0.070, -5.235, 6.273], [1.644, -7.001, 6.981], [3.833, -6.393, 7.946], [-0.916, 2.066, -5.158], [-0.628, 1.132, -6.143], [0.693, 0.830, -6.445], [1.725, 1.456, -5.758], [1.436, 2.387, -4.770], [0.114, 2.693, -4.472], [-1.947, 2.307, -4.929], [-1.433, 0.642, -6.677], [0.921, 0.107, -7.219], [2.755, 1.220, -5.996], [2.240, 2.877, -4.234], [-0.114, 3.425, -3.710], [3.290, -4.464, 3.447], [3.365, -5.503, 2.530], [4.547, -6.217, 2.390], [5.650, -5.895, 3.170], [5.573, -4.857, 4.089], [4.392, -4.141, 4.226], [2.365, -3.911, 3.562], [2.504, -5.759, 1.926], [4.609, -7.028, 1.675], [6.570, -6.455, 3.063], [6.432, -4.610, 4.700], [4.329, -3.335, 4.949], [-3.324, -3.798, -7.284], [-3.234, -3.741, -5.900], [-2.203, -3.029, -5.301], [-1.264, -2.373, -6.085], [-1.355, -2.431, -7.469], [-2.384, -3.144, -8.069], [-4.126, -4.355, -7.752], [-3.967, -4.252, -5.289], [-2.132, -2.987, -4.222], [-0.463, -1.815, -5.619], [-0.624, -1.921, -8.083], [-2.453, -3.191, -9.148], [-5.181, 4.305, -8.018], [-4.881, 3.356, -8.985], [-3.580, 2.893, -9.124], [-2.579, 3.375, -8.292], [-2.879, 4.322, -7.322], [-4.179, 4.789, -7.187], [-6.195, 4.670, -7.913], [-5.662, 2.980, -9.634], [-3.346, 2.157, -9.882], [-1.564, 3.012, -8.396], [-2.096, 4.695, -6.673], [-4.413, 5.533, -6.436]],
  "mulliken_charge": [-0.2183, -0.5593, -1.5266, 2.1927, -0.8179, -1.2198, -0.2427, -0.6367, 0.0084, 0.5186, -0.6431, 0.0221, 0.3572, -0.4482, -0.4109, 0.0043, 0.0797, 0.2482, 0.3025, -0.1696, 0.3804, 0.3986, 0.3952, 0.4076, -0.4855, -0.9925, 0.5161, 0.3105, 0.3257, 0.4625, 0.8905, 0.5486, -0.0998, 0.5369, 0.0737, 0.0642, 0.2936, 0.3664, 0.3563, -0.6981, -0.5491, -0.5110, -0.5792, -0.5329, -0.5677, -0.0472, 0.4866, 0.4584, 0.4206, 0.5000, 0.4358, 0.4802, -0.4309, -0.4357, 0.1795, -0.5469, -0.4572, -0.4788, 0.3973, 0.3931, 0.2680, 0.3962, 0.3993, 0.4055, -0.3615, -0.5279, -0.6500, -0.5527, -0.5318, -0.2624, 0.5480, 0.6621, 0.4090, 0.3928, 0.4250, 0.4624, 0.0114, -0.7325, -0.3867, -0.3980, -0.7433, -0.0841, 0.4115, 0.3897, 0.3789, 0.3820, 0.3887, 0.3880, -0.3721, -0.3799, -0.4749, -0.1591, -0.3072, -0.5209, 0.3650, 0.3593, 0.3701, 0.4203, 0.3275, 0.3783, -0.3824, -0.3743, -0.4792, -0.3320, -0.3735, -0.4314, 0.3615, 0.3676, 0.3746, 0.4545, 0.4428, 0.3713]
}